[1]
{
  "formula": "C4H6N2O",
  "method": "ωB97M-V with the def2-TZVPD basis set",
  "elements": ["C", "C", "C", "C", "N", "N", "O", "H", "H", "H", "H", "H", "H"],
  "coordinates": [[-1.476, -1.961, -0.295], [1.781, -0.091, 1.521], [1.266, 0.028, 0.354], [-1.244, 1.516, -0.543], [-0.552, -2.517, -0.004], [0.758, 0.400, -0.683], [-1.821, 0.964, 0.337], [1.822, -1.082, 2.076], [2.622, 0.435, 1.907], [-0.784, 2.434, -0.520], [-1.302, 1.306, -1.660], [1.215, 0.187, -1.581], [-2.285, -1.619, -0.909]],
  "fmax_ha_per_bohr": 0.0815,
  "smiles": "C=C=N.C#N.C=O",
  "e_above_lowest_kj_mol": 448.4
}

***

[2]
{
  "formula": "C23H8F18N2O7S2Ti",
  "method": "ωB97M-V with the def2-TZVPD basis set",
  "elements": ["Ti", "F", "C", "F", "F", "C", "C", "C", "C", "C", "C", "C", "C", "H", "H", "H", "H", "F", "C", "F", "F", "S", "O", "O", "N", "S", "O", "O", "C", "F", "F", "F", "O", "C", "N", "C", "O", "C", "C", "C", "C", "C", "C", "H", "H", "H", "H", "F", "C", "F", "F", "C", "O", "C", "F", "F", "F", "C", "F", "F", "F"],
  "coordinates": [[0.634, 0.089, -0.172], [-7.595, 3.378, 2.232], [-6.874, 4.269, 1.529], [-7.589, 4.563, 0.429], [-6.788, 5.385, 2.265], [-5.523, 3.717, 1.169], [-4.366, 4.270, 1.693], [-3.134, 3.734, 1.352], [-3.062, 2.646, 0.482], [-4.234, 2.099, -0.043], [-5.461, 2.633, 0.302], [-1.791, 2.065, 0.161], [-0.709, 1.569, -0.088], [-4.427, 5.112, 2.369], [-2.221, 4.152, 1.756], [-4.170, 1.254, -0.717], [-6.375, 2.212, -0.099], [-2.900, 0.339, -2.969], [-1.701, 0.201, -3.519], [-1.133, 1.382, -3.655], [-1.816, -0.391, -4.690], [-0.667, -0.884, -2.380], [0.485, 0.036, -2.043], [-1.453, -1.097, -1.192], [-0.224, -2.136, -3.153], [1.196, -1.985, -3.971], [2.308, -2.327, -3.137], [1.229, -0.804, -4.783], [0.982, -3.383, -5.144], [-0.203, -3.306, -5.737], [1.942, -3.278, -6.048], [1.092, -4.540, -4.508], [0.903, -1.852, -0.022], [2.163, -1.670, -0.210], [2.595, -0.441, -0.471], [4.009, -0.479, -0.626], [4.701, 0.456, -0.887], [4.412, -1.910, -0.383], [5.652, -2.502, -0.356], [5.702, -3.867, -0.071], [4.545, -4.599, 0.178], [3.292, -3.990, 0.152], [3.266, -2.644, -0.132], [6.551, -1.929, -0.549], [6.662, -4.368, -0.039], [4.622, -5.657, 0.396], [2.381, -4.543, 0.345], [1.689, -1.607, 3.256], [1.967, -0.338, 3.579], [1.928, -0.214, 4.900], [3.214, -0.087, 3.181], [0.966, 0.602, 2.823], [1.174, 0.335, 1.484], [-0.529, 0.243, 3.208], [-1.288, 1.327, 3.341], [-1.050, -0.514, 2.245], [-0.598, -0.449, 4.347], [1.320, 2.097, 3.093], [0.416, 2.921, 2.573], [2.497, 2.390, 2.546], [1.389, 2.315, 4.409]],
  "fmax_ha_per_bohr": 0.0478,
  "e_above_lowest_kj_mol": 56.4
}

***

[3]
{
  "formula": "C2H7N3S",
  "method": "ωB97M-V with the def2-TZVPD basis set",
  "elements": ["C", "C", "N", "N", "N", "S", "H", "H", "H", "H", "H", "H", "H"],
  "coordinates": [[-1.085, 0.474, -0.047], [-0.334, -0.222, 1.101], [1.137, 1.287, -0.267], [-0.289, 1.610, -0.392], [0.969, -1.395, -0.734], [1.377, -0.046, 0.402], [-1.173, -0.347, -0.733], [-1.997, 0.830, 0.205], [-0.572, 0.445, 2.045], [-0.518, -1.346, 1.353], [-0.283, 2.065, -1.238], [1.235, -2.200, -0.174], [1.534, -1.154, -1.520]],
  "fmax_ha_per_bohr": 0.0667,
  "e_above_lowest_kj_mol": 356.9
}

***

Please write out number 3 again, unchanged.
{
  "formula": "C2H7N3S",
  "method": "ωB97M-V with the def2-TZVPD basis set",
  "elements": ["C", "C", "N", "N", "N", "S", "H", "H", "H", "H", "H", "H", "H"],
  "coordinates": [[-1.085, 0.474, -0.047], [-0.334, -0.222, 1.101], [1.137, 1.287, -0.267], [-0.289, 1.610, -0.392], [0.969, -1.395, -0.734], [1.377, -0.046, 0.402], [-1.173, -0.347, -0.733], [-1.997, 0.830, 0.205], [-0.572, 0.445, 2.045], [-0.518, -1.346, 1.353], [-0.283, 2.065, -1.238], [1.235, -2.200, -0.174], [1.534, -1.154, -1.520]],
  "fmax_ha_per_bohr": 0.0667,
  "e_above_lowest_kj_mol": 356.9
}